1.
ORCA calculation (wB97M-V/def2-TZVPD) on a structure of composition C8H22Br3N4O3P.

The geometry in XYZ format:
```
41
Properties=species:S:1:pos:R:3:forces:R:3:nbo_charge:R:1
C -2.306 0.067 4.088 -0.423 -0.248 0.884 -0.487
N -3.270 -0.644 3.208 -0.461 0.351 0.191 0.535
O -4.381 -0.860 3.657 0.323 -0.069 -0.058 -0.375
O -2.893 -0.939 2.100 0.175 -0.208 -0.351 -0.374
H -1.668 0.704 3.494 0.110 -0.112 -0.070 0.230
H -1.778 -0.698 4.656 0.303 -0.025 -0.372 0.237
H -2.895 0.595 4.834 -0.017 0.285 -0.241 0.235
O 1.270 -2.091 -2.674 0.152 0.015 -0.644 -1.118
P 0.938 -1.200 -1.555 -0.020 -0.130 0.270 2.425
N 2.038 0.026 -1.340 0.142 0.120 0.359 -0.824
C 2.436 0.772 -2.524 -0.155 -0.616 -0.507 -0.408
C 2.301 0.684 -0.062 -0.078 -0.157 -0.169 -0.401
N 0.850 -1.939 -0.068 0.113 0.774 0.507 -0.813
C -0.273 -2.822 0.121 -0.511 -0.670 -0.512 -0.409
C 2.059 -2.426 0.580 0.070 0.176 0.278 -0.405
N -0.575 -0.545 -1.748 -0.238 -0.334 -0.594 -0.822
C -1.102 0.349 -0.748 -0.334 0.051 0.144 -0.419
C -1.079 -0.342 -3.112 0.062 0.099 0.527 -0.402
H 2.090 0.248 -3.422 0.006 -0.060 0.173 0.229
H 3.523 0.800 -2.619 0.008 0.366 0.122 0.195
H 1.976 1.763 -2.557 0.256 0.144 0.167 0.180
H 1.415 0.686 0.575 0.043 0.039 0.056 0.205
H 2.604 1.713 -0.247 -0.077 0.072 0.012 0.201
H 3.109 0.189 0.479 0.097 0.154 0.028 0.183
H -1.171 -2.396 -0.320 -0.030 0.059 0.114 0.225
H -0.112 -3.783 -0.393 -0.006 0.008 0.201 0.185
H -0.454 -3.012 1.178 0.060 0.074 0.087 0.192
H 2.638 -3.092 -0.065 0.061 -0.079 0.095 0.200
H 2.684 -1.613 0.947 0.090 -0.024 -0.358 0.197
H 1.766 -2.942 1.496 -0.040 -0.259 -0.187 0.199
H -2.131 0.610 -1.007 0.063 0.050 -0.067 0.202
H -1.164 -0.154 0.218 0.203 0.124 0.102 0.218
H -0.532 1.280 -0.662 0.014 -0.030 0.070 0.175
H -0.638 -1.087 -3.766 0.035 0.055 -0.071 0.242
H -0.848 0.672 -3.465 0.034 -0.091 -0.143 0.169
H -2.166 -0.454 -3.114 -0.006 -0.050 -0.009 0.189
C -0.492 4.504 0.803 -0.278 -0.341 -0.023 -0.496
Br 1.343 4.759 0.368 0.289 0.052 -0.069 0.110
Br -0.707 3.229 2.243 0.054 0.115 0.013 0.065
Br -1.520 3.940 -0.726 -0.013 0.283 0.020 0.101
H -0.886 5.448 1.146 -0.075 0.036 0.026 0.228
```
Positions in Å, forces in eV/Å.

Summary:
- energy (Ha) = -8826.0917
- E_HOMO (Eh) = -0.3041
- ΔE to the lowest compared entry with this formula, charge and spin (kJ/mol) = 0.0
- Kohn-Sham gap (eV) = 7.91

***

2.
ORCA calculation (wB97M-V/def2-TZVPD) on a structure of composition C8H22ClFeN2O2.

The geometry in XYZ format:
```
36
Properties=species:S:1:pos:R:3:forces:R:3:nbo_charge:R:1
Fe -3.910 -13.905 -15.107 -1.233 1.129 -0.279 0.522
Cl -5.737 -12.199 -15.513 1.112 -1.110 0.197 -0.510
C -8.895 -9.105 -15.850 0.636 -0.358 0.002 -0.622
C -8.348 -8.707 -17.241 -0.349 0.313 1.360 -0.077
C -7.302 -7.547 -17.113 -1.825 0.637 0.268 -0.058
O -7.957 -6.322 -16.784 0.124 -0.337 -0.928 -0.540
C -7.094 -5.382 -16.143 -0.319 -0.737 0.556 -0.251
N -7.610 -9.838 -17.756 0.205 -1.056 0.235 -0.759
H -9.497 -10.014 -15.834 -0.441 0.175 -0.451 0.203
H -9.391 -8.344 -15.247 0.011 0.174 -0.498 0.252
H -8.022 -9.431 -15.284 0.284 0.227 0.338 0.195
H -9.164 -8.539 -17.944 0.103 0.792 0.037 0.214
H -6.814 -7.537 -18.088 0.423 0.591 -0.064 0.164
H -6.603 -7.737 -16.299 0.288 -0.593 -0.120 0.177
H -7.617 -4.435 -16.011 0.026 -0.122 -0.387 0.211
H -6.137 -5.268 -16.652 -0.074 0.175 -0.181 0.177
H -6.922 -5.785 -15.145 0.392 0.168 0.272 0.168
H -7.210 -10.320 -16.964 0.369 -0.250 0.069 0.368
H -6.841 -9.527 -18.332 0.103 -0.184 -0.434 0.378
C -8.724 -14.970 -17.407 -0.518 0.240 0.635 -0.632
C -9.149 -13.567 -17.933 2.832 -2.195 -2.087 -0.085
C -9.792 -12.646 -16.887 -1.171 0.511 1.758 -0.060
O -10.970 -13.193 -16.332 0.667 -0.801 -1.599 -0.411
C -12.002 -13.553 -17.299 -0.723 0.941 0.902 -0.291
N -7.859 -13.004 -18.444 -3.430 1.355 2.221 -0.485
H -8.181 -15.570 -18.137 -0.508 0.204 -0.398 0.247
H -9.560 -15.525 -16.981 -0.047 -0.010 -0.211 0.239
H -7.993 -14.876 -16.604 -0.052 0.391 0.252 0.223
H -9.844 -13.589 -18.772 0.049 -0.270 -0.092 0.229
H -10.036 -11.677 -17.322 0.214 0.120 -0.475 0.208
H -9.086 -12.515 -16.067 -0.081 0.052 0.147 0.212
H -12.333 -12.687 -17.871 0.405 0.266 -0.161 0.194
H -12.874 -13.804 -16.695 0.249 -0.313 0.047 0.230
H -11.792 -14.364 -17.997 0.544 -0.139 0.331 0.201
H -8.096 -12.054 -18.691 0.295 0.960 -1.733 0.390
H -7.320 -12.773 -17.621 1.442 -0.946 0.470 0.379
```
Positions in Å, forces in eV/Å.

Summary:
- 2S+1 = 9
- net charge = +1
- energy (Ha) = -2301.2332
- E_HOMO (spin up / spin down) (Eh) = -0.3012 / -0.4539
- ΔE to the lowest compared entry with this formula, charge and spin (kJ/mol) = 50.5
- Kohn-Sham gap (spin up / spin down) (eV) = 5.12 / 3.88
- ⟨S²⟩ = 20.017

***

- The lowest ΔE to the lowest compared entry with this formula, charge and spin belongs to which entry?
  C8H22Br3N4O3P